[1]
# C12H41N3O7

7 unconnected molecules or ions with the total composition C12H41N3O7 (ωB97M-V/def2-TZVPD, the Open Molecules 2025 dataset).

Geometry as XYZ:
```
63
Properties=species:S:1:pos:R:3:forces:R:3:nbo_charge:R:1
C -1.9648 -2.3381 0.5600 0.4129 -1.2010 0.5627 -0.26
O -2.0250 -2.3200 1.9810 -0.1291 0.5159 -0.3719 -0.54
C -1.2344 -1.2910 2.5218 1.1479 0.3117 -0.4888 -0.06
C -1.1236 -1.4503 4.0127 0.0664 -0.2303 1.1437 -0.08
C -1.2818 -0.1338 4.7834 0.1311 0.1844 -0.0374 -0.62
N 0.1871 -2.0799 4.3428 -0.3602 0.0037 0.0359 -0.84
H -2.2017 -1.3924 0.0720 -0.2167 0.0371 0.1608 0.19
H -2.6200 -3.1629 0.2796 -0.2837 0.3574 -0.2989 0.19
H -0.9592 -2.6714 0.2636 0.0149 0.3985 -0.0133 0.16
H -0.1925 -1.3511 2.1292 -0.3488 -0.1016 -0.0678 0.15
H -1.5622 -0.2817 2.2294 -0.4445 -0.2635 0.0228 0.17
H -1.9519 -2.0921 4.3517 0.0407 0.0213 -0.3515 0.18
H -1.6787 -0.2901 5.7880 -0.0515 -0.1130 -0.0581 0.21
H -1.9659 0.5292 4.2460 -0.0087 -0.0480 0.1763 0.21
H -0.3358 0.3953 4.9200 0.0693 -0.0880 -0.2657 0.21
H 0.2973 -2.9498 3.8245 -0.1420 0.1506 -0.0197 0.35
H 0.1911 -2.3578 5.3211 0.0265 0.1291 -0.0520 0.35
C 0.3372 -3.5218 -1.9068 -0.7780 0.6239 -0.1577 -0.26
O 1.2351 -2.7910 -1.0984 -0.2043 -0.5111 0.2723 -0.57
C 2.2983 -2.2255 -1.8176 0.0277 0.0407 -0.0734 -0.07
C 3.3464 -1.8028 -0.8340 0.7563 0.9170 0.7447 -0.07
C 3.9255 -2.9573 -0.0266 0.4248 -0.1914 -0.4557 -0.63
N 2.8157 -0.7064 0.0256 -0.4452 -0.1877 -0.2015 -0.87
H -0.2309 -2.8102 -2.5251 0.0025 -0.2404 -0.1622 0.18
H -0.3700 -4.0034 -1.2397 0.0275 -0.1850 -0.0018 0.20
H 0.7928 -4.2655 -2.5622 0.3572 0.0193 0.1371 0.18
H 2.7218 -2.9681 -2.4987 0.0094 0.0598 -0.1906 0.18
H 1.9259 -1.3567 -2.3738 0.1601 -0.0196 -0.2764 0.17
H 4.1792 -1.3540 -1.3913 -0.1789 -0.0672 -0.1145 0.19
H 4.6366 -3.5243 -0.6397 -0.2807 -0.0968 -0.0754 0.21
H 3.1478 -3.6305 0.3261 0.0450 0.0533 0.2545 0.22
H 4.5448 -2.5718 0.7837 -0.2681 -0.0148 0.2283 0.21
H 3.3656 -0.6394 0.8788 0.0746 0.0903 -0.2266 0.37
H 1.8833 -0.9598 0.3564 0.1342 -0.0398 -0.0959 0.37
C -2.8755 3.2439 -1.6027 -0.1603 0.1898 -0.2989 -0.26
O -2.4504 4.3713 -0.8564 -0.2260 -0.3061 0.3801 -0.54
C -1.0634 4.4250 -0.6144 -0.2840 0.0408 -0.0224 -0.06
C -0.4872 3.2051 0.1010 1.4423 0.4294 -0.2441 -0.08
C -1.2784 2.7439 1.3065 -0.0485 -0.4234 -0.5220 -0.62
N 0.9080 3.5843 0.5249 -1.3768 0.2888 0.1959 -0.85
H -2.3508 2.3311 -1.3251 0.0536 -0.0415 -0.0950 0.17
H -2.7576 3.4358 -2.6756 0.1527 -0.1733 0.0299 0.18
H -3.9359 3.0828 -1.4105 0.0084 0.1372 0.0701 0.19
H -0.5412 4.5610 -1.5778 0.1386 0.0909 0.1807 0.15
H -0.9238 5.2994 0.0242 0.1492 0.0434 -0.1214 0.19
H -0.3604 2.4224 -0.6529 -0.5071 -0.2949 0.2749 0.18
H -0.7009 1.9643 1.8085 -0.0863 0.0674 0.2024 0.20
H -2.2194 2.2958 0.9800 0.0095 0.0294 0.0781 0.22
H -1.5099 3.5530 1.9924 0.1576 0.1327 0.0668 0.22
H 1.3848 2.7747 0.8916 0.3088 -0.0175 -0.2233 0.36
H 1.3934 4.0292 -0.2414 0.2913 -0.1528 0.0735 0.34
O -0.4795 -0.0917 -1.2861 0.8137 -0.3940 0.1232 -0.98
H 0.2568 0.4686 -1.6028 -0.4516 -0.1519 0.1300 0.49
H -0.0787 -0.9729 -1.1410 -0.1866 0.5049 0.0138 0.48
O -0.2763 1.8079 -4.1927 0.1114 -0.2213 -0.1372 -0.96
H -0.3124 1.1078 -4.8570 0.1365 0.1740 -0.0517 0.47
H 0.5397 1.6352 -3.6980 -0.0637 0.1066 0.0486 0.50
O 1.8835 1.7424 -2.1529 0.5444 -1.1348 0.8323 -1.00
H 2.0426 2.6344 -1.8284 -0.0641 -0.0224 0.0651 0.49
H 2.3188 1.1387 -1.4826 -0.4381 0.7487 -0.7402 0.51
O -2.4120 0.0106 -3.3490 -0.0484 0.0396 -0.1601 -0.98
H -1.8195 0.7041 -3.6818 -0.2353 -0.0521 0.2606 0.48
H -2.0276 -0.1816 -2.4832 0.0705 0.0477 -0.0918 0.48
```
Positions in Å, forces in eV/Å.

Output
frontier orbital gap = 9.5 eV
LUMO energy = 0.30 eV
spin multiplicity = 1
energy above the lowest of the compared OMol25 structures with the same formula, charge and spin = 11.78 kcal per mole

[2]
# C26H66O4

7 unconnected molecules or ions with the total composition C26H66O4 (ωB97M-V/def2-TZVPD, the Open Molecules 2025 dataset).

Geometry as XYZ:
```
96
Properties=species:S:1:pos:R:3:forces:R:3:lowdin_charge:R:1
C -1.0588 -1.7332 3.0199 1.4426 2.1713 -5.1877 -0.16
C -0.4108 -0.7492 3.9739 -0.9369 1.7709 -2.3086 -0.23
C 0.5622 0.3668 3.2559 -1.2244 -2.4435 -4.4015 -0.19
C 1.2362 1.3088 4.1289 3.4483 -1.7741 -1.6154 -0.31
C 2.1572 2.3178 3.5439 2.1871 -0.3818 -2.7784 -0.25
C 2.9102 3.2268 4.5139 -5.2755 -1.3761 1.3491 -0.08
H -0.3708 -2.5522 2.5149 -0.8064 2.3031 0.2233 0.10
H -1.8058 -1.1002 2.2649 2.2118 -1.8359 1.2635 0.12
H -1.6868 -2.3772 3.4389 -2.9395 -2.3142 2.6204 -0.01
H 0.3232 -1.3482 4.4149 0.6402 -0.6144 2.2849 0.07
H -1.3888 -0.3942 4.4899 2.5070 0.0918 0.1748 0.14
H 0.0362 1.0268 2.4699 0.1569 -1.2844 0.9300 0.11
H 1.3572 -0.2902 2.5179 -1.9656 1.6457 2.1992 0.17
H 1.7442 0.7498 4.8449 1.2303 -0.8624 1.6224 0.11
H 0.5942 1.8388 4.5909 -5.2234 3.4319 3.7074 0.06
H 1.7262 2.8088 2.6289 0.1443 -0.0957 0.9498 0.11
H 2.9592 1.6718 3.1319 -0.0370 0.4041 -0.3832 0.11
H 3.7362 3.6618 4.2029 3.9182 1.8175 -2.0014 0.02
H 3.1332 2.5668 5.3039 0.6643 -0.5708 1.3589 0.06
H 2.2792 4.0138 4.9439 -0.0986 -0.0877 -0.0663 0.09
C 0.5562 -3.7362 -0.8251 1.2083 6.5151 7.3188 -0.09
C 1.0772 -2.4672 -1.4661 2.9244 -1.2920 2.6829 -0.27
C 1.6032 -1.4222 -0.4701 5.7850 -2.0918 -0.3561 -0.23
C 2.2092 -0.1922 -1.1541 1.7068 -0.5755 -2.1965 -0.23
C 2.7972 0.8368 -0.2141 2.5729 0.8730 -3.0280 -0.27
C 3.4822 2.1248 -0.9381 2.3200 -4.3948 3.3193 -0.05
H 1.3102 -4.3042 -0.2941 0.0019 0.0398 0.3595 0.08
H 0.1612 -4.2432 -1.5051 -3.8106 -4.6894 -5.4786 -0.05
H -0.2788 -3.2012 -0.0871 1.8359 -2.3573 -1.3501 0.14
H 0.2752 -2.0182 -1.8371 -3.5371 1.9295 -2.3110 0.05
H 1.7312 -2.7572 -2.2591 0.9155 0.4072 -0.5434 0.11
H 2.4922 -1.8892 0.3329 -2.2306 0.9874 -2.3807 0.19
H 0.9142 -1.1112 0.1989 -2.8072 0.8512 2.0366 0.03
H 1.4032 0.3638 -1.6611 0.1049 -0.3955 -0.3594 0.10
H 3.0182 -0.5422 -2.0291 -2.0609 0.9363 2.2413 0.17
H 3.5752 0.5128 0.3929 1.5398 -1.4844 1.0240 0.07
H 2.0862 1.0628 0.4539 -3.0045 1.4752 2.3828 0.03
H 3.8752 2.7728 -0.1441 -0.0448 -0.1005 -0.1053 0.06
H 2.6862 2.5938 -1.3501 -1.5428 1.6223 -2.7394 -0.02
H 4.4012 1.5828 -1.3871 -1.7848 1.6942 -0.4792 0.11
C 0.2162 9.2808 0.5329 6.3173 3.2693 3.7987 -0.09
C 1.0392 8.0218 0.9219 -2.4011 1.3430 -8.8828 -0.17
C 0.5172 6.7398 0.1069 4.3983 3.1732 -1.0758 -0.18
C 1.3702 5.5708 0.4349 0.0889 -0.4038 -1.7235 -0.25
C 0.7512 4.3228 -0.1331 1.1265 -3.1762 0.2187 -0.27
C 0.7762 4.2768 -1.6861 -4.2468 -0.2959 0.5502 -0.13
H 0.2142 9.9988 -0.2581 1.7135 -0.6138 -1.9872 0.06
H 0.5182 10.1588 1.3429 -0.8955 -2.1701 -1.2792 0.13
H -0.7328 9.2358 0.5829 -7.1015 -1.2847 1.2747 -0.03
H 1.0212 7.7838 1.8399 -1.1173 -1.3681 7.0907 0.03
H 2.0172 8.3188 0.8009 2.6207 0.0067 -1.0441 0.08
H 0.5112 6.8898 -0.9871 0.1000 0.4431 0.4431 0.11
H -0.4508 6.7048 0.3829 -3.3869 -0.9341 1.1041 0.08
H 1.5372 5.6138 1.4529 -0.1374 -0.7733 2.5850 0.08
H 2.4222 5.6388 0.0879 -0.5753 0.3311 -0.5061 0.14
H -0.3298 4.1578 0.1619 1.3010 0.2408 0.1382 0.10
H 1.4162 3.3838 0.2489 -1.8164 1.9057 -0.7148 0.12
H 1.6142 4.7018 -2.1331 2.6559 -1.0453 -0.7846 0.04
H 0.2012 5.1608 -2.0821 -0.8701 -0.9871 0.6026 0.07
H 0.1782 3.2818 -2.0421 2.2382 2.4042 0.2538 0.12
C -0.0198 -7.2962 0.8389 -1.1807 1.0930 0.5205 -0.05
C -1.4958 -7.3182 0.4749 4.1423 -7.8929 4.1758 -0.30
O -1.5728 -8.4682 -0.3131 0.7833 -0.5746 -0.7414 -0.04
H 0.4742 -8.1812 1.2349 -0.9006 -0.4300 -0.0313 0.08
H -0.0598 -6.5772 1.6259 1.2535 1.0781 0.5098 0.06
H 0.5192 -7.0302 -0.0391 0.6906 0.7357 -0.4680 0.06
H -1.9338 -6.5912 0.0959 -2.6983 7.3845 -4.4085 0.01
H -2.1438 -7.4282 1.3309 0.0417 -0.5942 1.2184 0.12
H -2.4718 -8.5902 -0.4891 -2.1310 -0.7505 -0.8088 0.05
C -1.7828 1.2038 -0.0621 -1.6269 -4.2528 -1.8489 -0.10
C -2.5098 2.3008 -0.8901 -0.4680 2.2036 1.2343 -0.34
O -3.0158 1.8288 -2.1041 1.0348 -1.7272 -0.2707 -0.10
H -0.9868 0.4478 -0.7161 -2.3315 2.5759 1.6480 0.15
H -2.4658 0.4778 0.5089 0.3148 0.5358 -1.5149 0.07
H -1.3228 1.5278 0.8019 1.7077 1.6425 1.2984 -0.01
H -1.5698 3.0038 -0.9681 -2.3946 -0.3325 -0.4837 0.08
H -3.6048 2.8888 -0.4661 3.8271 -1.5095 0.1001 0.19
H -3.3408 2.5218 -2.6591 -0.1553 0.7880 -0.2049 0.07
C -4.1108 -4.5532 -0.7041 -5.5736 -1.7882 -4.1426 -0.12
C -3.0988 -3.7202 -1.4281 0.4912 -2.8122 2.8566 -0.40
O -3.5408 -3.3982 -2.6801 -0.4694 -0.6331 -0.4362 -0.02
H -4.5138 -5.4182 -1.4871 1.4200 1.5524 1.9708 0.13
H -5.1818 -4.0782 -0.5921 2.1770 -0.0880 -0.0294 0.10
H -3.9138 -4.9972 0.2159 0.9926 -0.6344 1.4723 0.03
H -2.1558 -4.3552 -1.2981 -0.6577 1.1298 -0.9934 0.11
H -3.0588 -2.9322 -0.7311 0.9072 1.9896 0.2920 0.09
H -3.0248 -2.6532 -2.9101 0.6249 1.3029 -0.9632 0.07
C -1.5988 -3.9612 -5.5491 -1.7932 -0.0126 -2.1669 -0.11
C -1.0948 -4.8562 -4.4261 -5.3739 3.6029 0.3345 -0.47
O 0.0452 -5.3682 -4.7391 5.0397 -2.8256 -1.2271 -0.02
H -2.5528 -3.3672 -5.2631 1.4892 -1.2417 -0.3340 0.08
H -1.8458 -4.5482 -6.5831 0.8144 1.4815 2.4013 0.12
H -0.7998 -3.2042 -5.6551 -0.3856 -0.3408 -0.6713 0.07
H -1.8538 -5.6622 -4.2201 0.3007 1.0967 0.7018 0.14
H -0.8878 -3.9992 -3.7251 -0.9935 -1.2365 1.0466 0.11
H 0.2692 -5.8662 -3.9551 0.9335 -0.5253 -0.0760 0.10
```
Positions in Å, forces in eV/Å.

Output
frontier orbital gap = 10.6 eV
LUMO energy = 0.59 eV
spin multiplicity = 1
energy above the lowest of the compared OMol25 structures with the same formula, charge and spin = 46.88 kcal per mole